No. 1
95
Properties=species:S:1:pos:R:3:forces:R:3:mulliken_spin:R:1 method="wB97M-V/def2-TZVPD" fmax_ev_per_a=0.9 e_homo_ev="-3.9 / -3.9" lumo_ev="1.1 / 1.0" total_charge=-1 multiplicity=2 s_squared=0.960 gap_ev="5.079 / 4.877"
Fe 0.333 -0.492 0.141 -0.0327 0.2330 0.3053 1.050
S -0.914 -4.467 0.015 -0.0357 -0.0537 0.0629 -0.002
O -0.350 -1.634 1.605 0.6061 -0.1971 -0.5937 0.011
O -0.161 2.476 -0.990 0.0305 0.0212 0.0177 0.014
O 1.208 0.685 -1.039 0.0326 -0.0346 -0.0461 -0.003
N 2.360 0.565 2.560 0.0019 -0.0181 -0.0037 0.018
N 2.101 -1.020 0.763 -0.0136 -0.1364 0.1519 0.009
N 0.464 -1.820 -1.265 0.1651 -0.0054 0.0014 -0.014
N -2.057 1.605 1.228 0.0789 0.0381 0.0344 -0.061
N 2.611 -2.787 -0.782 0.0259 -0.0252 0.0133 0.059
N -1.457 -0.039 -0.429 -0.1890 -0.1332 0.0739 -0.010
N 0.218 0.891 1.512 0.1299 0.1115 -0.1602 -0.051
N -1.652 -1.473 -2.350 0.2294 0.1252 -0.1163 -0.013
N -3.215 -3.334 -0.727 0.0138 -0.1557 0.1265 0.001
N -2.419 -2.601 1.264 0.0136 -0.3077 0.3095 0.002
C -2.202 -3.387 0.183 -0.2227 -0.0189 -0.1637 0.005
C 3.947 -1.226 2.107 -0.0062 -0.0017 0.0018 -0.020
C -2.539 -0.789 5.950 0.0026 -0.0073 -0.0169 0.001
C 5.072 -3.123 1.097 0.0048 0.0039 -0.0141 -0.015
C -0.951 -0.917 4.151 0.1204 0.0061 -0.0100 0.005
C 4.928 -1.105 3.084 0.0096 0.0046 -0.0037 0.005
C -1.870 -1.617 3.375 -0.0169 -0.0337 0.0380 -0.008
C -0.623 4.299 4.494 -0.0097 -0.0032 -0.0095 -0.011
C -5.393 -3.333 0.482 0.0450 -0.0510 0.0285 -0.001
C 0.220 -4.519 -4.999 -0.0003 -0.0022 0.0070 -0.014
C -0.456 -2.013 -2.234 -0.1389 0.0236 -0.0194 0.003
C -4.821 1.395 -0.165 -0.0145 -0.0043 0.0079 0.024
C -5.882 1.132 -1.017 -0.0015 -0.0191 0.0412 -0.004
C 2.027 -4.368 -3.384 -0.0117 -0.0014 0.0223 -0.020
C 1.479 -4.918 -4.532 -0.0069 -0.0035 -0.0113 0.012
C -1.248 3.598 3.478 -0.0053 -0.0039 0.0208 0.028
C -5.738 0.273 -2.114 0.0602 -0.0028 -0.0664 0.021
C -0.520 -3.558 -4.328 0.0515 0.0307 -0.0179 0.010
C 1.219 1.199 2.376 -0.0645 -0.0466 0.0680 0.015
C -3.476 -0.097 -1.516 0.1874 0.4116 -0.2634 0.039
C 2.840 -2.051 0.296 0.0063 0.0829 -0.0529 -0.114
C 1.808 2.550 -2.336 -0.0209 0.0037 0.0033 -0.003
C -4.433 -2.584 -0.437 -0.2039 -0.3769 0.2357 0.000
C -3.614 0.766 -0.435 0.0848 0.1127 -0.0853 0.025
C 1.530 -2.639 -1.502 -0.1147 -0.0035 0.0815 -0.087
C -0.522 2.596 2.847 0.0079 -0.0053 -0.0124 0.008
C 2.723 -0.483 1.844 0.0940 0.1168 -0.0652 -0.081
C 0.787 2.305 3.223 -0.0069 -0.0029 -0.0172 0.027
C 1.415 3.003 4.246 -0.0096 -0.0017 0.0217 -0.015
C -2.313 0.810 0.223 0.0026 0.0506 -0.1156 0.083
C 0.036 -3.010 -3.183 0.0889 0.0150 -0.0488 -0.021
C -2.107 -0.600 -1.467 0.0338 0.1861 -0.0735 0.024
C -3.457 -1.497 5.184 -0.0017 0.0124 0.0031 0.000
C -4.531 -0.354 -2.379 0.0440 0.4076 -0.1673 -0.007
C -1.285 -0.501 5.432 -0.0217 0.0004 -0.0059 0.002
C 4.018 -2.218 1.131 0.0128 0.0039 0.0067 -0.007
C 1.282 -3.407 -2.718 -0.0169 0.0127 -0.0540 -0.005
C -0.851 1.675 1.771 -0.1408 -0.0640 0.0630 0.079
C 6.049 -3.004 2.069 -0.0004 0.0006 0.0046 -0.001
C 5.978 -2.005 3.052 -0.0058 -0.0039 -0.0031 -0.016
C -1.497 -2.014 1.973 -0.4447 0.3339 0.0509 -0.004
C 0.694 4.004 4.874 0.0136 -0.0088 0.0006 0.022
C -3.156 -4.091 -1.967 -0.0556 -0.0752 0.0220 0.002
C -3.125 -1.907 3.902 -0.0077 -0.0057 -0.0247 0.000
C -3.730 -5.500 -1.870 0.0052 0.0245 0.0448 0.000
C 0.841 1.892 -1.366 -0.0402 0.0104 -0.0053 0.002
H -5.691 -4.289 0.051 -0.0238 -0.0209 -0.0105 0.000
H -4.405 -1.025 -3.218 0.0050 0.0177 -0.0191 0.001
H -6.588 0.095 -2.760 -0.0045 -0.0011 -0.0004 0.001
H -4.918 2.060 0.682 -0.0003 0.0024 -0.0019 0.002
H -2.804 -0.461 6.948 0.0003 -0.0013 0.0010 0.000
H 0.030 -0.707 3.739 -0.1272 -0.0295 0.0528 -0.002
H -3.544 -6.045 -2.798 0.0007 0.0065 -0.0104 0.000
H -4.167 -1.630 0.015 -0.1640 -0.2863 0.0520 0.002
H -1.496 -3.243 -4.673 0.0027 0.0012 -0.0060 0.000
H -2.114 -4.142 -2.276 -0.1304 -0.0692 0.0670 -0.002
H -2.266 3.811 3.179 0.0005 -0.0004 -0.0019 0.002
H 4.861 -0.333 3.839 -0.0003 -0.0012 -0.0011 -0.001
H 1.432 2.395 -3.350 0.0041 -0.0083 0.0006 0.000
H -3.832 -2.446 3.286 0.0120 -0.0018 0.0029 0.000
H -6.842 1.601 -0.836 -0.0001 0.0002 -0.0019 0.000
H -4.916 -2.368 -1.392 0.0462 -0.2011 0.2499 -0.001
H 2.994 -4.675 -3.009 0.0003 -0.0010 0.0019 -0.001
H 2.801 2.114 -2.265 0.0002 0.0014 0.0049 0.000
H 1.152 4.572 5.675 -0.0007 0.0004 0.0014 0.002
H 6.759 -1.945 3.799 0.0015 0.0014 -0.0006 -0.002
H -6.293 -2.738 0.653 0.0094 0.0211 0.0044 0.000
H -4.808 -5.486 -1.697 -0.0118 -0.0081 0.0149 0.000
H -0.178 -4.973 -5.897 -0.0010 -0.0008 0.0006 -0.001
H -3.245 -6.036 -1.055 -0.0001 -0.0094 -0.0055 0.000
H -4.437 -1.725 5.585 -0.0024 0.0055 0.0011 0.000
H 2.430 2.763 4.535 0.0013 0.0010 -0.0038 0.000
H -0.564 0.053 6.019 0.0047 0.0049 0.0084 0.000
H 6.883 -3.695 2.078 0.0009 0.0016 -0.0008 -0.001
H -1.156 5.088 5.008 -0.0002 -0.0011 0.0013 0.000
H -3.699 -3.513 -2.720 0.0493 0.0057 -0.0039 0.001
H -4.914 -3.526 1.442 -0.0078 0.0027 -0.0149 0.000
H 5.113 -3.892 0.337 -0.0018 -0.0007 -0.0001 -0.002
H 1.838 3.621 -2.147 -0.0030 0.0015 -0.0050 -0.001
H 2.028 -5.674 -5.079 -0.0010 -0.0021 -0.0001 0.001

=====

No. 2
93
Properties=species:S:1:pos:R:3:forces:R:3:mulliken_spin:R:1 method="wB97M-V/def2-TZVPD" fmax_ev_per_a=1.8 e_homo_ev="-1.7 / -1.7" lumo_ev="3.8 / 3.8" total_charge=-2 multiplicity=4 s_squared=3.754 gap_ev="5.558 / 5.561"
Nd -1.703 0.572 0.243 0.3084 -1.2857 -0.1499 3.033
Br 0.588 4.111 6.087 -0.0120 -0.0704 -0.1024 0.000
S -3.351 -0.854 2.083 0.1509 -0.0160 -0.0485 -0.010
S -4.068 0.001 -1.240 -0.2399 -0.0409 0.0562 -0.009
P 1.362 0.709 -0.401 0.7824 -0.6070 -0.1927 0.006
P 1.090 -2.945 0.140 -0.0517 -0.1029 0.6360 0.000
O -2.950 2.404 1.023 -0.4271 1.0003 0.0782 -0.004
O -1.219 3.805 -2.926 -0.0527 0.0607 -0.0089 0.000
O -0.757 -0.835 -1.203 -0.0114 -0.0009 -0.2851 -0.014
N -6.419 -2.784 2.443 0.1428 0.0996 -0.0862 0.000
N -7.176 -1.889 -1.262 0.1473 0.0903 0.0871 0.000
N -1.898 2.771 -0.972 0.0362 0.0109 0.0007 0.001
C 0.295 2.641 2.200 0.0622 -0.1079 -0.0973 -0.001
C -4.128 5.267 0.559 -0.0170 -0.0202 0.0103 0.000
C -2.595 -4.699 0.388 -0.0832 0.0255 0.0209 0.000
C -3.978 6.932 -1.190 -0.0195 0.0055 -0.0218 0.000
C 4.276 -6.183 1.246 0.0066 0.0118 -0.0392 0.000
C 1.413 -0.182 -2.013 -0.2144 0.2992 0.3418 -0.008
C 0.595 3.447 3.297 0.0350 0.0239 -0.0474 0.001
C -3.288 4.482 -0.198 0.0031 0.1406 -0.1023 0.000
C 3.942 3.374 -2.192 0.0108 0.0044 0.0410 0.000
C 2.196 -0.428 0.832 -0.0964 0.0226 -0.1752 0.002
C -0.447 -3.689 0.837 0.1167 -0.0441 -0.1332 0.001
C -5.033 -0.963 -0.171 0.6293 -0.1840 1.5581 0.003
C 4.659 3.184 0.082 0.0408 0.0417 0.0162 0.000
C -2.806 -4.872 1.747 -0.0058 0.0313 -0.0099 0.000
C 2.722 -4.525 2.049 -0.1028 0.0858 0.0848 0.000
C -0.050 -2.039 -3.205 0.0202 0.0603 0.2028 0.000
C -1.423 -4.109 -0.063 0.0436 0.0660 0.0158 -0.002
C -4.752 -1.300 1.158 -0.0560 0.4769 -1.6889 -0.001
C 2.853 -0.592 -3.953 0.1210 -0.0415 0.1401 0.000
C 0.761 0.600 -4.365 0.0398 -0.0138 -0.0829 0.000
C -6.225 -1.475 -0.754 -0.6465 -0.3263 -0.2170 0.001
C 3.653 2.257 0.320 -0.0210 -0.0884 0.0296 0.001
C 2.668 -0.598 -2.621 -0.1388 -0.0561 -0.1475 -0.001
C -0.477 1.827 4.718 0.0250 -0.1070 0.0175 0.001
C -0.753 1.056 3.592 0.1338 -0.0833 -0.0634 0.003
C -3.120 6.126 -1.938 0.0660 0.0260 -0.1060 0.000
C 2.781 1.858 -0.695 -0.1881 0.2346 0.0444 0.002
C 2.339 -4.206 0.748 0.0253 0.0798 -0.5899 0.000
C 3.915 -5.879 -0.058 0.0122 -0.0191 0.0565 0.000
C -1.847 -4.440 2.653 0.0058 0.0058 0.0622 0.000
C -4.470 6.515 0.042 0.0041 0.0108 -0.0063 0.000
C -0.677 -3.852 2.202 -0.0780 -0.0033 -0.0556 0.000
C 2.927 2.463 -1.949 0.0067 -0.0182 0.0007 0.000
C -0.384 1.413 2.280 0.0145 0.2246 0.6033 -0.003
C -2.720 3.122 0.043 -0.1946 0.4913 0.0167 -0.007
C 0.339 0.483 -2.968 -0.1682 0.0223 0.0412 0.006
C -1.870 3.784 -1.902 0.0762 -0.0541 -0.1289 0.004
C 0.197 3.020 4.548 0.0344 0.0950 0.1296 0.000
C 0.044 -0.832 -2.297 0.4578 -0.1439 -0.0983 -0.004
C -5.682 -2.117 1.853 -0.5323 -0.4532 0.3022 0.000
C 1.888 0.039 -4.835 -0.0666 0.0694 -0.0535 0.000
C 1.366 -1.587 1.392 -0.0902 0.1093 -0.4514 0.003
C -2.781 4.895 -1.420 -0.1097 -0.0141 0.2955 -0.001
C 4.818 3.738 -1.178 -0.0143 0.0199 -0.0159 0.000
C 3.677 -5.500 2.296 0.0084 -0.0246 0.0411 0.000
C 2.964 -4.896 -0.295 0.0088 -0.0126 0.0521 0.000
H 1.892 -2.011 2.248 -0.1067 0.1149 0.1418 0.000
H 2.154 0.159 -5.879 -0.0255 -0.0019 -0.0088 0.000
H -1.275 -3.933 -1.122 -0.0375 -0.0425 0.0669 0.000
H 0.157 1.233 -5.007 -0.0027 -0.0246 -0.0200 0.000
H -0.297 -2.916 -2.611 0.0621 0.0380 -0.0152 0.000
H 3.958 -5.731 3.317 -0.0211 0.0142 -0.0012 0.000
H -4.267 7.903 -1.575 0.0096 0.0049 0.0062 0.000
H 0.620 3.011 1.227 -0.0208 0.0153 0.0093 -0.001
H 3.784 -0.949 -4.379 0.0271 0.0295 0.0359 0.000
H 2.270 -4.018 2.893 -0.0104 0.0219 -0.0129 0.000
H 5.023 -6.942 1.445 -0.0075 -0.0016 -0.0002 0.000
H -1.294 0.127 3.763 -0.0385 0.0186 0.0113 0.000
H -2.735 6.461 -2.893 0.0339 -0.0469 -0.0011 0.000
H 5.605 4.459 -1.364 0.0056 -0.0086 -0.0002 0.000
H 2.242 2.224 -2.750 0.0034 -0.0815 -0.0349 0.000
H 3.466 -0.896 -1.949 0.0564 -0.0342 -0.0609 0.000
H 2.691 -4.642 -1.314 0.0136 -0.0207 0.0007 0.000
H 4.377 -6.400 -0.888 -0.0007 0.0107 -0.0026 0.000
H 2.446 0.243 1.656 0.0454 -0.1011 0.0522 -0.001
H 3.125 -0.822 0.407 0.0922 0.1634 0.0109 0.000
H 0.396 -1.216 1.733 0.0206 -0.0787 0.0611 -0.002
H 0.889 -2.217 -3.727 -0.0155 -0.0813 -0.0351 0.000
H -0.838 -1.880 -3.945 -0.0247 -0.0175 0.0275 0.000
H 4.044 3.803 -3.182 -0.0210 0.0245 0.0077 0.000
H 3.550 1.847 1.316 0.0135 0.0474 -0.0039 0.000
H -3.734 -5.305 2.100 -0.0102 0.0309 0.0130 0.000
H -4.496 4.921 1.516 -0.0153 -0.0092 -0.0091 0.000
H -5.126 7.170 0.601 -0.0080 -0.0080 -0.0020 0.000
H 5.315 3.483 0.891 0.0019 -0.0353 0.0071 0.000
H -0.785 1.501 5.704 -0.0094 0.0334 0.0082 0.000
H 1.132 4.380 3.176 -0.0314 0.0176 0.0082 0.000
H 0.042 -3.486 2.925 0.0293 -0.0072 0.0240 0.000
H -2.029 -4.530 3.717 -0.0025 -0.0012 -0.0233 0.000
H -0.216 1.332 -2.576 0.0309 0.0016 -0.0069 -0.002
H -3.366 -4.989 -0.315 0.0261 0.0088 -0.0308 0.000